Here is a structure of composition CCuF3LiO4P from OMol25. Energies are from wB97M-V/def2-TZVPD.

Computed properties:
Lowest unoccupied orbital energy ... -2.544 eV
Spin multiplicity ... 1

The geometry in XYZ format:
```
11
Properties=species:S:1:pos:R:3:forces:R:3
P 1.53888 0.09239 -0.06217 0.7 -0.4 0.3
F 2.36696 1.40416 -0.36106 -0.6 -0.9 0.2
F 2.35844 -0.36977 1.18960 -0.9 0.4 -1.3
F 0.22937 -2.10759 0.78075 -0.2 0.4 -0.7
O 1.48576 -0.77209 -1.25807 -0.1 0.8 1.0
Cu -3.70828 0.26821 -0.45709 1.8 0.3 0.6
Li -0.20703 -1.89820 -0.91570 0.5 0.2 0.8
O 0.22559 0.75763 0.54942 0.2 -0.1 -0.3
O -1.93720 1.16868 0.79517 -1.0 0.2 -0.1
O -1.32801 -0.25302 -0.77991 -0.6 -0.3 -0.6
C -1.09526 0.54044 0.15749 0.2 -0.5 0.2
```
Positions in Å, forces in eV/Å.

Here is a structure of composition CEuF3MgNO4S3 from OMol25. Energies are from wB97M-V/def2-TZVPD.

Computed properties:
Lowest unoccupied orbital energy (alpha / beta) ... -2.323 / -2.428 eV
Spin multiplicity ... 8
Expectation value of S² ... 15.76

The geometry in XYZ format:
```
14
Properties=species:S:1:pos:R:3:forces:R:3
Mg 4.51471 6.35166 2.80075 0.2 -1.6 0.3
N 5.75957 5.00542 3.41493 -0.7 0.9 -0.7
S 5.52990 3.53926 3.49793 -0.2 -3.3 3.1
O 4.12177 2.94648 3.31010 3.7 0.2 1.2
C 6.23073 2.73220 1.96345 0.1 0.2 1.3
F 7.51180 3.03994 1.81809 0.2 0.0 -0.3
F 5.54659 3.18495 0.90529 -0.2 0.2 -0.6
F 6.10656 1.41150 2.00545 0.0 -0.1 -0.1
Eu 2.37601 3.56366 2.29932 3.4 -3.1 3.5
S 1.61615 6.42136 1.38470 -1.2 -1.1 0.3
O 2.81918 5.61946 2.23740 1.4 4.6 -0.1
S 0.08914 4.94391 1.80831 0.9 0.4 -0.8
O 0.80126 3.60150 1.22194 -7.8 1.0 -4.8
O 6.06576 2.79866 4.67840 0.0 1.7 -2.3
```
Positions in Å, forces in eV/Å.

Here is a structure of composition CF2I2 from OMol25. Energies are from wB97M-V/def2-TZVPD.

Computed properties:
Lowest unoccupied orbital energy ... -1.988 eV
Spin multiplicity ... 1

The geometry in XYZ format:
```
5
Properties=species:S:1:pos:R:3:forces:R:3
C 0.16226 0.23399 0.06716 1.5 0.5 -0.9
F 0.86064 -0.78578 -0.49329 -1.5 1.0 0.2
F -0.82687 0.54735 -0.76056 0.7 -1.0 0.1
I -1.29549 -0.77359 2.15951 -0.6 -0.5 1.0
I -0.09357 0.04093 4.38976 -0.1 -0.1 -0.3
```
Positions in Å, forces in eV/Å.